1.
{
  "formula": "C2HClF3O2S",
  "method": "wB97M-V/def2-TZVPD",
  "homo_ha": [-0.1760, -0.1672],
  "fmax_ev_per_a": 3.4,
  "de_lowest_kj_mol": 462.1,
  "charge": -1,
  "elements": ["C", "C", "O", "O", "F", "F", "F", "S", "Cl", "H"],
  "coordinates": [[-0.5242, -0.3698, -0.0570], [0.4098, 0.1299, 0.9932], [-0.8423, -0.1382, -2.7518], [0.2923, 1.4789, -1.5035], [-1.8060, -0.2352, 0.2676], [1.6510, 0.0971, 0.6120], [0.3900, -0.3851, 2.3018], [0.3119, 0.0788, -1.8768], [0.1020, 1.9205, 1.4741], [0.0154, -2.5770, 0.5404]],
  "forces_ev_per_a": [[1.17, -1.88, 0.67], [-0.94, 1.67, 2.77], [0.26, -1.14, -0.63], [1.35, 1.75, 0.17], [0.31, 0.16, -0.28], [1.21, -0.62, -0.58], [-0.35, -0.70, -1.40], [-2.46, -0.21, 0.10], [-0.29, -0.18, -0.45], [-0.25, 1.16, -0.36]]
}

---

2.
{
  "formula": "C2HClFN3",
  "method": "wB97M-V/def2-TZVPD",
  "homo_ha": -0.3896,
  "fmax_ev_per_a": 4.1,
  "de_lowest_kj_mol": 212.0,
  "smiles": "FC1N=N1.N#CCl",
  "charge": 0,
  "elements": ["F", "C", "N", "N", "H", "N", "C", "Cl"],
  "coordinates": [[-2.2979, 1.5312, -0.3228], [-0.9939, 1.2802, -0.3009], [-0.3299, 0.5662, -1.3828], [-0.6302, -0.1070, -0.4109], [-0.2397, 1.9154, 0.3940], [2.5901, -1.2486, 0.1799], [1.6100, -1.6571, 0.6027], [0.2916, -2.2803, 1.2409]],
  "forces_ev_per_a": [[-0.16, 0.44, -0.27], [3.53, 0.50, 1.99], [-0.67, 0.76, -0.69], [-0.25, -0.17, 0.32], [-2.62, -1.13, -1.67], [0.71, 0.46, -0.42], [0.54, 0.04, -0.09], [-1.09, -0.89, 0.83]]
}

---

3.
{
  "formula": "C2HClFO2",
  "method": "wB97M-V/def2-TZVPD",
  "homo_ha": -0.1525,
  "fmax_ev_per_a": 3.2,
  "de_lowest_kj_mol": 0.0,
  "smiles": "O=C([O-])[C@H](F)Cl",
  "charge": -1,
  "elements": ["O", "C", "O", "C", "F", "Cl", "H"],
  "coordinates": [[0.3937, 0.2887, -1.7432], [-0.0645, 0.7448, -0.7261], [-0.3839, 1.8412, -0.3098], [-0.0627, -0.3961, 0.5291], [1.2224, -0.2680, 1.0456], [-0.2473, -2.0305, -0.0870], [-0.8576, -0.1802, 1.2914]],
  "forces_ev_per_a": [[0.43, -0.29, -2.04], [0.25, -1.96, 2.46], [-0.71, 1.56, 0.28], [-0.41, 1.92, -1.01], [-0.45, -0.29, 0.54], [-0.14, -0.62, 0.16], [1.04, -0.34, -0.39]]
}

---

4.
{
  "formula": "C2HClIN",
  "method": "wB97M-V/def2-TZVPD",
  "homo_ha": -0.3500,
  "fmax_ev_per_a": 1.1,
  "de_lowest_kj_mol": 241.9,
  "charge": 0,
  "elements": ["C", "C", "N", "Cl", "I", "H"],
  "coordinates": [[-1.3195, -0.1184, -0.3065], [2.0701, 0.4451, -0.1547], [-2.3785, -0.0474, -0.7200], [1.9419, 2.0804, -0.0070], [4.0113, -0.3103, 0.0099], [-0.3233, -0.1910, 0.0501]],
  "forces_ev_per_a": [[0.26, -0.06, 0.10], [-0.16, -1.13, 0.01], [-0.70, 0.07, -0.24], [0.22, 0.89, 0.07], [-0.09, 0.25, -0.02], [0.47, -0.03, 0.08]]
}